Molecular formula: C48H55N11
Method: DFT, wB97M-V/def2-TZVPD

Calculated values
HOMO energy	-7.962	eV
LUMO level	0.007	hartree
E_tot	-2464.1468	hartree
frontier orbital gap	0.29997	Ha
SMILES string	c1cc[nH]c1.c1cc[nH]c1.c1cc[nH]c1.c1cc[nH]c1.c1cc[nH]c1.c1cc[nH]c1.c1cc[nH]c1.c1ccncc1.c1ccncc1.c1ccncc1.c1ccncc1

```
! wB97M-V def2-TZVPD RIJCOSX def2/J DEFGRID3
* xyz 0 1
N 6.15 2.82 -4.02
C 5.01 3.60 -3.99
C 4.13 3.05 -3.09
C 4.63 1.86 -2.66
C 5.95 1.85 -3.07
H 7.02 2.96 -4.50
H 5.00 4.44 -4.67
H 3.12 3.38 -2.92
H 4.03 1.26 -1.99
H 6.73 1.13 -2.85
N -1.05 -6.22 -6.31
C -1.44 -7.34 -5.56
C -1.66 -6.97 -4.27
C -1.53 -5.58 -4.20
C -1.09 -5.14 -5.43
H -0.76 -6.20 -7.27
H -1.53 -8.24 -6.14
H -2.10 -7.50 -3.44
H -1.72 -4.96 -3.34
H -0.84 -4.14 -5.75
N -3.76 -5.94 2.24
C -5.08 -6.12 1.87
C -5.32 -5.17 0.85
C -4.15 -4.45 0.71
C -3.26 -4.90 1.64
H -3.29 -6.57 2.87
H -5.66 -6.91 2.33
H -6.27 -5.06 0.35
H -4.04 -3.62 0.04
H -2.27 -4.53 1.85
N -2.24 4.29 -4.45
C -3.48 4.86 -4.24
C -3.57 6.01 -5.08
C -2.47 6.00 -5.83
C -1.65 4.91 -5.49
H -1.86 3.50 -3.94
H -4.13 4.50 -3.46
H -4.37 6.73 -5.19
H -2.23 6.78 -6.53
H -0.71 4.53 -5.86
N -0.55 6.97 -1.14
C -1.11 6.48 0.01
C -0.22 6.74 1.00
C 0.88 7.38 0.47
C 0.66 7.53 -0.88
H -0.98 6.89 -2.05
H -2.00 5.87 0.04
H -0.34 6.60 2.07
H 1.80 7.68 0.95
H 1.31 7.85 -1.67
N 2.61 -6.43 -1.87
C 2.66 -6.41 -0.52
C 3.96 -6.18 -0.15
C 4.72 -5.93 -1.29
C 3.83 -6.14 -2.33
H 1.79 -6.48 -2.45
H 1.78 -6.70 0.03
H 4.42 -6.13 0.83
H 5.77 -5.72 -1.47
H 3.97 -6.07 -3.39
N -7.76 -0.80 -5.16
C -6.77 0.18 -5.20
C -5.57 -0.50 -5.22
C -5.85 -1.82 -5.00
C -7.22 -2.05 -4.94
H -8.74 -0.59 -5.24
H -6.95 1.24 -5.29
H -4.60 -0.02 -5.31
H -5.00 -2.49 -4.97
H -7.75 -2.98 -5.06
N 0.97 3.44 7.17
C 1.26 3.86 8.43
C 2.14 4.89 8.75
C 2.84 5.48 7.68
C 2.69 4.97 6.32
C 1.69 4.02 6.16
H 0.70 3.39 9.22
H 2.40 5.21 9.75
H 3.49 6.34 7.80
H 3.29 5.35 5.51
H 1.50 3.48 5.24
N -0.43 0.86 -1.58
C -0.01 -0.25 -2.24
C 0.44 -1.35 -1.60
C 0.64 -1.23 -0.20
C 0.30 -0.09 0.54
C -0.25 0.93 -0.22
H -0.07 -0.05 -3.30
H 0.71 -2.23 -2.17
H 1.10 -2.08 0.28
H 0.43 0.09 1.59
H -0.59 1.83 0.28
N -5.11 -2.33 6.90
C -4.54 -1.59 7.90
C -3.37 -0.87 7.80
C -2.72 -0.84 6.58
C -3.29 -1.51 5.53
C -4.49 -2.20 5.67
H -4.83 -1.74 8.94
H -3.02 -0.43 8.72
H -1.87 -0.19 6.41
H -2.77 -1.43 4.58
H -4.97 -2.69 4.83
N 8.47 1.26 2.72
C 7.24 1.33 2.19
C 6.08 0.83 2.80
C 6.23 0.22 4.07
C 7.48 0.16 4.62
C 8.58 0.68 3.93
H 7.14 1.99 1.34
H 5.14 1.05 2.31
H 5.36 0.02 4.68
H 7.55 -0.24 5.62
H 9.52 0.81 4.46
*
```

Mulliken atomic charge list, values in e, 8 entries: 0.01 -0.49 -0.36 -0.36 -0.65 0.21 0.37 0.44


Molecular formula: C48H56Cl2N8
Method: DFT, wB97M-V/def2-TZVPD

Calculated values
HOMO energy (alpha / beta)	-13.632 / -13.567	eV
LUMO level (alpha / beta)	-0.422 / -0.422	hartree
E_tot	-3219.1922	hartree
frontier orbital gap (alpha / beta)	0.07932 / 0.07694	Ha

```
! wB97M-V def2-TZVPD RIJCOSX def2/J DEFGRID3
* xyz 5 2
C 0.25 -2.24 1.69
N 0.15 -3.65 2.08
C 1.10 -4.50 1.63
C 0.98 -5.87 1.79
C -0.11 -6.40 2.56
C -1.10 -5.47 2.95
C -0.92 -4.12 2.65
C -0.27 -7.86 2.78
C 0.01 -8.77 1.81
C 0.00 -10.14 2.11
N -0.28 -10.51 3.39
C -0.62 -9.64 4.35
C -0.72 -8.33 4.02
C 0.01 -11.91 3.80
H 1.14 -1.84 2.17
H -0.50 -1.66 2.21
H 0.15 -2.09 0.61
H 1.93 -4.04 1.12
H 1.80 -6.40 1.32
H -1.94 -5.77 3.54
H -1.68 -3.41 2.95
H 0.47 -8.45 0.89
H 0.34 -10.84 1.36
H -0.90 -10.12 5.27
H -0.83 -7.62 4.82
H 1.10 -11.98 3.93
H -0.49 -12.40 2.97
H -0.43 -12.14 4.77
C 3.04 1.88 3.50
N 3.77 2.09 2.21
C 3.60 3.32 1.57
C 4.07 3.49 0.25
C 4.83 2.47 -0.32
C 5.07 1.30 0.41
C 4.45 1.07 1.65
C 5.35 2.64 -1.64
C 5.22 1.53 -2.55
C 5.72 1.60 -3.86
N 6.35 2.75 -4.21
C 6.57 3.82 -3.35
C 5.90 3.81 -2.07
C 6.81 2.82 -5.58
H 3.14 0.82 3.75
H 2.01 2.14 3.23
H 3.41 2.43 4.36
H 3.19 4.13 2.15
H 3.92 4.41 -0.29
H 5.70 0.52 0.00
H 4.58 0.17 2.23
H 4.66 0.67 -2.24
H 5.73 0.77 -4.54
H 7.24 4.62 -3.65
H 6.05 4.61 -1.36
H 5.96 2.86 -6.26
H 7.32 1.88 -5.78
H 7.43 3.72 -5.63
C 4.02 7.74 -4.34
N 3.53 6.42 -3.87
C 2.62 6.41 -2.89
C 1.92 5.23 -2.68
C 2.14 4.07 -3.44
C 3.17 4.13 -4.38
C 3.84 5.33 -4.60
C 1.37 2.79 -3.28
C 0.88 2.33 -2.03
C 0.31 1.04 -1.94
N 0.12 0.26 -3.05
C 0.47 0.80 -4.25
C 1.09 2.03 -4.38
C -0.42 -1.18 -2.86
H 5.04 7.62 -4.68
H 4.09 8.57 -3.64
H 3.32 8.07 -5.11
H 2.40 7.33 -2.37
H 1.06 5.20 -2.03
H 3.53 3.19 -4.78
H 4.53 5.36 -5.43
H 1.04 3.06 -1.25
H -0.03 0.57 -1.03
H 0.39 0.05 -5.02
H 1.47 2.30 -5.35
H 0.28 -1.93 -3.24
H -1.41 -1.25 -3.30
H -0.47 -1.30 -1.78
C -4.24 1.14 -2.50
N -4.93 1.19 -1.21
C -6.13 0.67 -1.11
C -6.78 0.48 0.11
C -6.27 1.04 1.27
C -5.04 1.72 1.16
C -4.33 1.73 -0.07
C -7.08 0.93 2.52
C -7.54 -0.26 3.03
C -8.29 -0.42 4.23
N -8.57 0.74 4.92
C -8.08 1.98 4.53
C -7.31 2.12 3.30
C -9.35 0.72 6.13
H -4.86 1.72 -3.19
H -4.02 0.11 -2.79
H -3.24 1.55 -2.36
H -6.59 0.32 -2.02
H -7.77 0.05 0.15
H -4.58 2.16 2.03
H -3.29 2.00 -0.20
H -7.31 -1.18 2.52
H -8.69 -1.31 4.68
H -8.41 2.84 5.08
H -6.86 3.09 3.15
H -9.33 -0.29 6.53
H -10.34 0.79 5.68
H -9.19 1.51 6.87
Cl -2.74 -1.51 -0.15
Cl 1.13 10.00 -2.86
*
```

Mulliken atomic charge list, values in e, 8 entries: -1.43 0.17 -0.24 -0.77 0.79 -0.78 0.05 0.93


Molecular formula: C48H56N4O22
Method: DFT, wB97M-V/def2-TZVPD

Calculated values
HOMO energy	-7.933	eV
LUMO level	-0.121	hartree
E_tot	-3734.7513	hartree
frontier orbital gap	0.17099	Ha

```
! wB97M-V def2-TZVPD RIJCOSX def2/J DEFGRID3
* xyz 0 1
C 2.68 -5.77 2.43
C 2.26 -4.88 1.22
O 3.11 -4.60 0.37
N 0.88 -4.21 1.19
H 0.84 -3.39 1.87
H 0.69 -4.02 0.23
C -0.20 -5.03 1.79
H 2.40 -6.85 2.59
H 2.29 -5.33 3.44
H 3.85 -5.88 2.41
H -1.18 -4.90 1.10
H -0.55 -4.74 2.92
H -0.01 -6.13 1.73
C 1.72 -1.48 -0.91
C 0.94 -0.55 -0.16
O 1.51 0.20 0.50
N -0.61 -0.64 -0.10
H -1.00 -1.54 -0.55
H -0.84 -1.08 0.89
C -1.34 0.60 -0.52
H 1.94 -2.40 -0.36
H 2.58 -1.06 -1.37
H 1.25 -2.07 -1.75
H -2.25 0.56 -0.10
H -1.36 0.91 -1.57
H -0.73 1.46 0.10
N 0.45 -1.16 2.22
O 1.59 -1.51 1.80
O -0.13 -2.00 3.01
O -0.35 -0.41 1.58
N -1.42 -3.67 -1.00
O -2.33 -3.89 -0.22
O -0.27 -4.09 -0.56
O -1.39 -2.69 -1.79
C -3.55 -1.17 1.32
C -3.43 -2.53 1.66
C -4.36 -2.98 2.81
O -3.69 -3.33 0.49
H -2.74 -0.89 0.65
H -3.33 -0.43 2.33
H -4.51 -0.72 0.86
H -2.43 -2.71 1.95
H -4.23 -2.48 3.57
H -4.39 -4.08 3.03
H -5.54 -2.76 2.45
H -2.99 -2.88 -0.09
C 0.03 4.65 -2.86
C 0.55 5.17 -1.50
C -0.43 4.87 -0.34
O 1.83 4.62 -1.35
H 0.68 4.90 -3.72
H -0.92 4.90 -3.11
H 0.26 3.50 -2.94
H 0.77 6.38 -1.70
H -1.37 5.37 -0.52
H -0.01 4.83 0.73
H -0.77 3.89 -0.15
H 2.31 4.93 -0.47
C -3.33 -3.13 -2.25
C -2.94 -1.64 -2.45
C -3.75 -0.82 -3.54
O -3.36 0.26 -3.95
C -4.81 -1.50 -4.10
C -5.15 -2.90 -3.97
C -4.36 -3.69 -3.07
O -4.51 -4.90 -3.01
H -2.70 -3.57 -1.32
H -2.22 -0.99 -1.69
H -5.48 -1.10 -4.86
H -5.96 -3.58 -4.18
C 4.78 2.47 -1.88
C 6.20 2.65 -1.25
C 7.11 1.52 -1.27
O 8.27 1.57 -0.71
C 6.68 0.26 -1.86
C 5.27 0.09 -2.43
C 4.29 1.15 -2.43
O 3.16 1.16 -3.04
H 4.24 3.59 -1.85
H 6.45 3.60 -0.80
H 7.42 -0.56 -2.18
H 4.72 -0.98 -2.72
C 1.17 1.22 -4.05
C 2.31 0.45 -4.58
C 2.54 -1.01 -4.20
O 3.48 -1.74 -4.41
C 1.36 -1.55 -3.36
C 0.27 -0.79 -2.88
C 0.14 0.63 -3.18
O -0.86 1.37 -2.87
H 1.08 2.32 -4.09
H 3.08 0.97 -5.07
H 1.08 -2.61 -3.18
H -0.56 -1.32 -2.46
C 4.35 -1.16 1.83
C 4.48 -0.04 2.88
C 5.88 0.31 3.33
O 5.99 1.07 4.27
C 7.03 -0.41 2.71
C 6.91 -1.46 1.77
C 5.51 -1.81 1.19
O 5.37 -2.50 0.14
H 3.25 -1.35 1.54
H 3.49 0.30 3.08
H 7.97 -0.26 3.19
H 7.62 -2.16 1.43
C -1.42 2.39 4.02
C -0.94 3.25 5.21
C -0.83 4.83 5.08
O -0.39 5.51 5.97
C -1.35 5.40 3.79
C -1.88 4.51 2.76
C -1.99 3.10 2.85
O -2.56 2.42 1.96
H -1.39 1.22 4.09
H -0.58 2.97 6.22
H -1.40 6.44 3.60
H -2.58 4.88 2.14
C -5.63 1.92 0.97
C -6.15 3.38 1.12
C -5.36 4.53 0.64
O -5.63 5.65 0.78
C -4.04 4.13 -0.03
C -3.64 2.71 -0.42
C -4.41 1.61 0.24
O -3.95 0.51 0.05
H -6.43 1.14 1.08
H -7.08 3.47 1.69
H -3.46 5.08 -0.53
H -2.63 2.67 -1.06
*
```

Mulliken atomic charge list, values in e, 8 entries: -1.23 0.70 -0.44 0.61 0.02 0.13 -0.31 0.33


Molecular formula: C48H56N4O4PtS
Method: DFT, wB97M-V/def2-TZVPD

Calculated values
HOMO energy (alpha / beta)	-6.471 / -6.472	eV
LUMO level (alpha / beta)	-0.049 / -0.049	hartree
E_tot	-2900.0291	hartree
frontier orbital gap (alpha / beta)	0.18913 / 0.18919	Ha

```
! wB97M-V def2-TZVPD RIJCOSX def2/J DEFGRID3
* xyz 0 1
Pt 1.14 0.50 -0.26
N -1.23 0.56 -2.47
C -2.15 -0.43 -2.16
C -3.51 -0.20 -2.41
C -4.47 -1.13 -2.07
C -4.09 -2.31 -1.44
C -2.75 -2.54 -1.20
C -1.74 -1.64 -1.57
C -0.32 -2.09 -1.45
C -0.11 -3.37 -2.00
C 1.10 -4.03 -1.92
C 2.14 -3.44 -1.22
C 1.97 -2.17 -0.70
C 0.78 -1.46 -0.83
H -0.28 0.25 -2.58
H -1.51 1.20 -3.19
H -3.79 0.72 -2.91
H -5.51 -0.94 -2.29
H -4.83 -3.04 -1.14
H -2.44 -3.47 -0.72
H -0.93 -3.83 -2.53
H 1.23 -5.00 -2.40
H 3.09 -3.95 -1.10
H 2.81 -1.74 -0.17
C -1.17 -0.25 -6.51
C 0.00 -0.13 -5.57
C 0.70 1.07 -5.46
C 1.76 1.20 -4.58
C 2.12 0.12 -3.79
C 1.48 -1.11 -3.92
C 0.42 -1.22 -4.82
S 3.52 0.25 -2.71
O 4.19 -1.02 -2.75
O 4.26 1.42 -3.13
N 2.96 0.50 -1.19
C 3.89 1.15 -0.27
C 3.18 2.36 0.40
O 3.72 3.44 0.45
O 2.01 2.04 0.89
H -1.90 0.55 -6.32
H -1.68 -1.21 -6.38
H -0.86 -0.17 -7.55
H 0.41 1.91 -6.08
H 2.33 2.11 -4.52
H 1.82 -1.96 -3.35
H -0.09 -2.17 -4.91
H 4.80 1.52 -0.72
H 4.10 0.52 0.59
C -2.04 4.84 0.84
N -1.58 3.44 1.00
C -0.28 3.42 1.74
C -1.59 2.70 -0.34
C -0.42 3.04 -1.20
C -0.59 4.18 -2.00
C 0.44 4.72 -2.74
C 1.67 4.09 -2.68
C 1.83 2.91 -1.97
C 0.80 2.33 -1.23
H -2.07 5.31 1.82
H -3.03 4.86 0.39
H -1.33 5.36 0.21
H -2.27 2.95 1.58
H 0.40 4.13 1.28
H 0.18 2.44 1.69
H -0.48 3.68 2.78
H -2.53 3.00 -0.81
H -1.60 1.64 -0.15
H -1.56 4.65 -2.02
H 0.29 5.61 -3.33
H 2.52 4.50 -3.21
H 2.80 2.47 -2.01
C 5.35 -1.17 2.31
C 3.95 -1.55 2.73
C 3.75 -2.54 3.68
C 2.47 -2.88 4.07
C 2.24 -3.92 5.14
C 1.37 -2.24 3.50
C 1.52 -1.25 2.50
C 2.85 -0.93 2.16
N 0.49 -0.58 1.88
C -0.88 -0.69 2.39
C -0.95 -0.16 3.84
C -2.39 -0.10 4.34
C -3.02 -1.50 4.26
C -3.01 -1.99 2.81
C -3.82 -1.03 1.95
C -3.17 0.36 2.02
C -3.20 0.86 3.46
C -1.72 0.25 1.55
C -1.56 -2.07 2.29
H 6.08 -1.60 2.98
H 5.48 -0.08 2.32
H 5.57 -1.52 1.30
H 4.61 -3.05 4.12
H 3.10 -4.58 5.23
H 1.37 -4.53 4.91
H 2.08 -3.46 6.11
H 0.40 -2.54 3.84
H 2.97 -0.13 1.46
H -0.48 0.83 3.87
H -0.36 -0.80 4.50
H -2.40 0.25 5.37
H -4.05 -1.47 4.64
H -2.46 -2.19 4.90
H -3.45 -2.99 2.76
H -4.86 -0.98 2.29
H -3.83 -1.37 0.91
H -3.73 1.05 1.37
H -4.23 0.94 3.82
H -2.75 1.87 3.54
H -1.22 1.20 1.63
H -1.67 -0.09 0.51
H -1.55 -2.38 1.24
H -1.02 -2.83 2.86
*
```

Mulliken atomic charge list, values in e, 8 entries: 2.59 1.62 0.48 -0.74 -0.73 -1.12 -0.26 0.05